Below is a molecular structure, CrK2O20S4V2 at a distorted geometry, with properties calculated with ωB97M-V/def2-TZVPD.

Geometry as XYZ:
```
29
Properties=species:S:1:pos:R:3:forces:R:3:mulliken_spin:R:1
O -16.0539 -26.4157 3.7635 -0.32 0.06 -0.07 0.00
V -16.1111 -26.2554 2.2056 0.09 0.49 -1.09 0.01
O -17.1762 -25.0850 1.8993 1.08 -0.23 0.18 0.00
O -16.3027 -31.0299 -2.1415 -0.99 0.97 -0.95 0.00
V -17.2932 -29.9232 -2.7060 0.27 -4.01 -0.82 0.00
O -17.9120 -30.5275 -4.0780 0.52 1.22 1.27 0.00
K -20.9450 -28.0252 -1.5862 0.63 -1.54 0.17 0.00
K -17.9449 -24.7419 -2.2800 0.62 -0.74 0.44 -0.01
Cr -14.2268 -26.3460 -1.1867 -1.02 -1.74 -0.13 4.02
S -14.6181 -28.2354 -3.4484 1.00 -0.93 -0.09 -0.04
O -14.8087 -26.7475 -3.0362 0.04 1.08 0.08 -0.01
O -14.2201 -28.9011 -2.2262 0.11 0.19 -0.01 0.02
O -15.9428 -28.7508 -3.9441 -0.49 0.62 0.86 0.00
O -13.6228 -28.2853 -4.5049 -0.53 0.30 -0.10 0.00
S -13.3978 -27.1166 1.3975 1.19 -1.26 0.97 -0.02
O -12.0573 -26.6268 1.6283 -0.12 0.13 -0.08 0.01
O -14.0046 -27.8088 2.5253 -0.22 0.04 -0.27 0.00
O -14.3332 -25.9099 1.1426 -1.53 1.41 0.00 0.01
O -13.5231 -27.8651 0.1247 0.42 0.32 0.03 0.04
S -20.0623 -31.5245 -1.5799 -0.77 -1.47 0.89 0.00
O -19.5771 -32.6199 -2.4012 -0.22 0.30 -0.17 0.00
O -20.2508 -31.9087 -0.1719 0.34 0.37 -0.19 0.00
O -19.0075 -30.3998 -1.5986 0.57 1.92 -0.43 0.00
O -21.3723 -30.9704 -2.0580 0.55 1.17 -0.42 0.00
S -17.1489 -27.4361 -0.3852 0.86 -0.61 -0.27 -0.02
O -18.4778 -26.9498 -0.7846 -0.81 0.38 0.11 0.00
O -16.1912 -26.3581 -0.7688 -0.48 1.13 -0.27 -0.01
O -16.9840 -27.6230 1.0948 -0.27 0.00 0.39 0.00
O -16.7976 -28.6799 -1.0222 -0.54 0.40 -0.03 0.00
```
Positions in Å, forces in eV/Å.

HOMO energy (alpha / beta): -2.3 / -2.3 eV
largest force on an atom: 4.10 eV/Å
HOMO-LUMO gap (alpha / beta): 3.86 / 3.86 eV
multiplicity: 5
total charge: -2